No. 1
{"formula": "C2H3N3O2", "method": "the ωB97M-V functional and the def2-TZVPD basis", "species": ["C", "C", "N", "N", "N", "O", "O", "H", "H", "H"], "coordinates": [[-0.975, 0.779, 1.039], [0.244, 0.408, 0.383], [-1.884, 1.178, 1.598], [-0.069, -1.610, -0.223], [0.705, 0.751, -0.994], [-0.122, 1.077, -1.815], [1.893, 0.627, -1.157], [1.063, 0.662, 0.993], [0.200, -2.163, 0.571], [-1.054, -1.709, -0.393]], "mulliken_charge": [0.30, -0.17, -0.31, -0.54, 0.97, -0.54, -0.54, 0.32, 0.25, 0.26], "multiplicity": 1, "total_charge": 0, "homo_ev": [-11.056, -11.050], "de_lowest_ev": 7.1003, "gap_ev": [9.103, 9.100]}



No. 2
{"formula": "C4H6N2O", "method": "the ωB97M-V functional and the def2-TZVPD basis", "species": ["C", "C", "C", "C", "N", "N", "O", "H", "H", "H", "H", "H", "H"], "coordinates": [[0.583, -0.445, 0.273], [-0.689, -1.081, -0.166], [0.801, 0.700, -0.738], [-1.284, -0.209, -0.959], [0.194, 0.230, 1.662], [-0.707, 1.018, 1.577], [-0.441, 0.788, -1.451], [1.344, -1.202, 0.506], [-1.207, -2.064, 0.230], [1.041, 1.654, -0.100], [1.608, 0.749, -1.574], [-2.157, -0.226, -1.619], [0.913, 0.088, 2.359]], "mulliken_charge": [0.12, -0.40, -0.56, -0.20, 0.19, -0.59, -0.33, 0.44, 0.27, 0.23, 0.26, 0.36, 0.23], "multiplicity": 1, "total_charge": 0, "homo_ev": -7.976, "de_lowest_ev": 5.0969, "gap_ev": 8.857}



No. 3
{"formula": "C2H2OS", "method": "the ωB97M-V functional and the def2-TZVPD basis", "species": ["C", "C", "H", "H", "O", "S"], "coordinates": [[0.309, 1.483, -0.560], [-0.449, 1.151, 0.290], [1.037, 1.873, -1.135], [-1.132, 0.627, 0.957], [-0.102, -1.861, 0.268], [0.337, -3.274, 0.180]], "mulliken_charge": [-0.43, -0.37, 0.43, 0.37, -0.23, 0.21], "multiplicity": 1, "total_charge": 0, "homo_ev": [-9.399, -9.394], "de_lowest_ev": 3.0196, "gap_ev": [7.791, 7.786]}



No. 4
{"formula": "C20H34AuNO6P2S2", "method": "the ωB97M-V functional and the def2-TZVPD basis", "species": ["Au", "C", "C", "C", "O", "P", "O", "C", "P", "O", "O", "C", "C", "C", "O", "C", "C", "C", "O", "C", "C", "C", "H", "H", "H", "H", "H", "H", "H", "H", "H", "H", "H", "H", "H", "H", "H", "H", "H", "H", "H", "H", "H", "H", "H", "H", "H", "H", "H", "H", "H", "H", "S", "C", "N", "C", "C", "C", "C", "C", "C", "S", "H", "H", "H", "H"], "coordinates": [[-0.628, 0.560, 0.338], [-2.941, 0.619, -4.785], [-2.148, 1.342, -3.729], [-2.961, 1.903, -2.592], [-1.079, 0.435, -3.191], [-1.199, -0.806, -2.283], [-1.815, -0.591, -0.920], [0.499, -1.451, -2.227], [2.119, -0.860, -1.678], [2.241, -0.031, -0.332], [2.933, -0.132, -2.731], [3.068, 0.380, -4.153], [1.807, 0.157, -4.933], [3.509, 1.811, -4.039], [2.746, -2.210, -1.304], [4.066, -2.573, -0.678], [5.161, -1.651, -1.142], [3.870, -2.630, 0.813], [-1.972, -1.892, -3.063], [-2.837, -3.016, -2.565], [-4.179, -2.455, -2.182], [-2.129, -3.781, -1.476], [-3.551, 1.354, -5.311], [-3.608, -0.126, -4.356], [-2.292, 0.137, -5.513], [-1.534, 2.121, -4.183], [-3.553, 1.133, -2.098], [-3.651, 2.645, -2.997], [-2.330, 2.400, -1.856], [0.704, -1.757, -3.259], [0.397, -2.388, -1.670], [3.878, -0.244, -4.530], [0.956, 0.659, -4.473], [1.587, -0.900, -5.077], [1.954, 0.585, -5.925], [2.712, 2.449, -3.661], [3.792, 2.160, -5.032], [4.384, 1.901, -3.398], [4.211, -3.571, -1.091], [5.017, -0.627, -0.792], [5.272, -1.653, -2.224], [6.095, -2.011, -0.709], [3.714, -1.637, 1.234], [4.769, -3.052, 1.264], [3.032, -3.270, 1.078], [-2.914, -3.623, -3.467], [-4.101, -1.780, -1.330], [-4.830, -3.282, -1.899], [-4.646, -1.937, -3.017], [-1.986, -3.173, -0.583], [-1.174, -4.177, -1.820], [-2.749, -4.632, -1.192], [1.021, 2.198, -1.334], [1.953, 1.364, -0.108], [1.115, 1.393, 1.096], [1.607, 2.085, 2.078], [0.937, 2.339, 3.325], [1.581, 3.097, 4.239], [2.878, 3.649, 3.964], [3.544, 3.449, 2.781], [2.922, 2.647, 1.820], [3.462, 2.284, 0.269], [-0.041, 1.920, 3.504], [1.119, 3.305, 5.193], [3.350, 4.256, 4.725], [4.510, 3.899, 2.607]], "mulliken_charge": [0.63, -1.20, 0.49, -1.20, 0.09, 1.05, -0.94, -1.20, 0.24, 0.04, -0.07, 0.73, -1.12, -1.37, -0.33, 0.46, -1.16, -1.19, -0.39, 0.53, -1.15, -1.33, 0.49, 0.14, 0.32, 0.29, 0.29, 0.48, 0.25, 0.41, 0.38, 0.25, 0.03, 0.38, 0.53, 0.25, 0.51, 0.35, 0.31, 0.19, 0.28, 0.51, 0.13, 0.46, 0.37, 0.28, 0.21, 0.47, 0.31, 0.29, 0.32, 0.48, -0.16, 0.84, -0.55, 0.09, -0.69, -0.70, -0.41, -0.98, 1.39, -0.21, 0.46, 0.44, 0.44, 0.46], "multiplicity": 1, "total_charge": 2, "homo_ev": [-14.038, -13.716], "gap_ev": [5.739, 4.916]}



No. 5
{"formula": "C3H5N3OS", "method": "the ωB97M-V functional and the def2-TZVPD basis", "species": ["C", "N", "N", "C", "N", "O", "C", "S", "H", "H", "H", "H", "H"], "coordinates": [[-3.723, -0.518, 0.039], [-2.519, -0.874, -0.057], [-1.649, 0.231, -0.108], [-0.420, -0.193, 0.063], [0.652, 0.712, 0.009], [0.291, 2.074, 0.010], [1.969, 0.436, 0.041], [2.639, -1.049, -0.024], [-4.412, -1.373, 0.173], [-4.149, 0.492, 0.080], [-0.142, -1.211, 0.320], [-0.683, 2.040, -0.145], [2.479, 1.407, 0.117]], "mulliken_charge": [-0.24, -0.56, -0.15, -0.10, 0.26, -0.45, -0.01, -0.34, 0.25, 0.29, 0.31, 0.41, 0.34], "multiplicity": 1, "total_charge": 0, "homo_ev": -8.928, "de_lowest_ev": 4.1799, "gap_ev": 8.428}



No. 6
{"formula": "C3H9N3", "method": "the ωB97M-V functional and the def2-TZVPD basis", "species": ["C", "N", "N", "C", "H", "H", "H", "H", "H", "H", "C", "N", "H", "H", "H"], "coordinates": [[1.997, 0.598, 0.400], [0.561, 0.719, 0.589], [-0.157, -0.232, 0.718], [0.261, -1.652, 0.803], [2.404, 1.604, 0.397], [2.489, -0.147, 1.097], [2.278, 0.193, -0.601], [0.143, -2.276, -0.082], [-0.412, -2.055, 1.525], [1.273, -2.103, 1.157], [-2.310, 0.997, -0.831], [-2.092, 0.819, -2.027], [-2.759, 0.097, -0.462], [-2.080, 1.850, -0.125], [-1.596, 1.590, -2.558]], "mulliken_charge": [-0.71, -0.29, 0.04, -0.82, 0.29, 0.27, 0.31, 0.31, 0.33, 0.27, -0.29, -0.48, 0.27, 0.27, 0.22], "multiplicity": 1, "total_charge": 0, "homo_ev": -8.738, "de_lowest_ev": 3.9542, "gap_ev": 9.677}